(1)
{"formula": "C2H8N4O", "method": "ωB97M-V/def2-TZVPD", "de_lowest_kcal_mol": 66.32, "charge": 2, "gap_ev": 11.1, "species": ["C", "C", "N", "N", "N", "N", "O", "H", "H", "H", "H", "H", "H", "H", "H"], "positions_angstrom": [[-0.52005, 1.08156, -0.20140], [-2.66391, -0.07478, 0.47890], [-1.46369, 0.31437, 0.17755], [0.71127, 0.68386, -0.51164], [1.24251, -0.62996, -0.34848], [2.60638, -0.63431, 0.20988], [-3.52604, -0.54751, -0.25712], [-0.73582, 2.12150, -0.35514], [-3.16883, 0.06305, 1.81900], [1.26420, 1.44376, -0.96804], [1.39884, -1.02792, -1.29582], [3.24656, -1.47642, -0.13471], [2.56636, -0.54936, 1.21586], [3.27159, 0.15697, -0.08880], [-4.22937, -0.92481, 0.25996]]}



(2)
{"formula": "C30H46N3O4OsP2S2", "method": "ωB97M-V/def2-TZVPD", "de_lowest_kcal_mol": 84.03, "charge": 1, "gap_ev": [6.4, 6.4], "species": ["Os", "C", "C", "C", "P", "C", "C", "C", "C", "C", "C", "C", "C", "C", "C", "N", "C", "C", "C", "C", "C", "C", "C", "P", "C", "C", "C", "C", "C", "C", "H", "H", "H", "H", "H", "H", "H", "H", "H", "H", "H", "H", "H", "H", "H", "H", "H", "H", "H", "H", "H", "H", "H", "H", "H", "H", "H", "H", "H", "H", "H", "H", "H", "H", "H", "H", "H", "H", "H", "H", "O", "S", "O", "O", "O", "C", "N", "C", "C", "N", "C", "S", "H", "H", "H", "H", "H", "H"], "positions_angstrom": [[0.49950, -0.32562, -1.03906], [-3.28943, -3.78431, 1.15839], [-1.91143, -3.89749, 0.47357], [-1.96667, -5.05663, -0.53191], [-1.25462, -2.21039, -0.01367], [-1.38868, -1.27180, 1.61278], [-0.93170, -2.12574, 2.80664], [-2.76649, -0.65253, 1.87529], [-2.39743, -1.41886, -1.18958], [-3.43344, -2.10148, -1.82237], [-4.28123, -1.46452, -2.71960], [-5.40224, -2.20782, -3.39065], [-4.05835, -0.11743, -2.99519], [-3.03704, 0.58406, -2.37938], [-2.21867, -0.06502, -1.47044], [-1.09873, 0.59050, -0.84517], [-1.36397, 1.72644, 0.02195], [-2.60712, 2.32344, 0.14582], [-2.77108, 3.37701, 1.03654], [-1.72221, 3.84167, 1.81920], [-1.90156, 4.98428, 2.77891], [-0.48146, 3.22139, 1.67827], [-0.29131, 2.16957, 0.79332], [1.27072, 1.38681, 0.30270], [2.03081, 2.74847, -0.68433], [1.29507, 2.89547, -2.02065], [2.05313, 4.12781, -0.01557], [2.39213, 0.99674, 1.70107], [1.81746, -0.12287, 2.55328], [2.88390, 2.13575, 2.59512], [-3.60318, -4.79390, 1.42624], [-4.05164, -3.36921, 0.50093], [-3.28074, -3.20686, 2.07315], [-1.19606, -4.19920, 1.24889], [-2.64720, -4.86745, -1.35985], [-2.35084, -5.91941, 0.01454], [-1.00263, -5.31984, -0.94797], [-0.66681, -0.47416, 1.48804], [-1.70345, -2.81354, 3.14449], [-0.70004, -1.46904, 3.64480], [-0.03398, -2.70856, 2.59716], [-3.55757, -1.38445, 1.99861], [-3.07600, 0.03549, 1.09828], [-2.68871, -0.08677, 2.80775], [-3.57584, -3.15557, -1.64187], [-5.41286, -3.25677, -3.10008], [-5.30568, -2.15796, -4.47539], [-6.36744, -1.77387, -3.12713], [-4.68208, 0.38805, -3.72210], [-2.84844, 1.61914, -2.63142], [-3.45585, 1.97581, -0.42330], [-3.74590, 3.84046, 1.12466], [-2.91391, 5.38077, 2.73535], [-1.20944, 5.79536, 2.54927], [-1.70643, 4.66965, 3.80502], [0.34611, 3.57726, 2.27677], [3.04651, 2.40020, -0.88014], [0.26608, 3.22543, -1.85482], [1.27156, 1.97918, -2.60891], [1.79302, 3.65604, -2.62367], [1.06758, 4.59277, -0.04880], [2.73254, 4.76972, -0.57911], [2.38803, 4.12801, 1.01698], [3.25176, 0.59544, 1.14553], [0.96284, 0.23568, 3.13100], [2.57121, -0.47276, 3.25972], [1.50187, -0.96792, 1.94364], [2.05758, 2.64670, 3.08833], [3.48086, 2.86935, 2.05973], [3.51715, 1.72129, 3.38142], [0.11528, -1.55011, -2.84407], [0.79658, -2.66252, -2.13247], [1.35301, -3.71526, -2.88929], [1.79362, -1.94971, -1.19932], [-0.25843, -3.19768, -1.14861], [6.39881, 1.31254, -1.51549], [5.87104, -0.01458, -1.24747], [6.55440, -1.01421, -0.57209], [5.74805, -2.09168, -0.53357], [4.59302, -1.73878, -1.19941], [4.64929, -0.46072, -1.62937], [3.46386, 0.38877, -2.48885], [7.43766, 1.22751, -1.82581], [6.33419, 1.93724, -0.62476], [5.81188, 1.75720, -2.31449], [7.55280, -0.86987, -0.20229], [5.90515, -3.07339, -0.12807], [3.73996, -2.27621, -1.27560]]}



(3)
{"formula": "C8H13FINO", "method": "ωB97M-V/def2-TZVPD", "de_lowest_kcal_mol": 47.20, "gap_ev": [7.7, 7.7], "species": ["C", "C", "C", "C", "C", "C", "C", "C", "N", "O", "F", "I", "H", "H", "H", "H", "H", "H", "H", "H", "H", "H", "H", "H", "H"], "positions_angstrom": [[0.66124, -0.40796, 1.51003], [1.67723, 0.36915, -2.21038], [2.35538, -0.74833, -1.37916], [0.63290, 1.13613, -1.43796], [1.51153, -1.52354, -0.42503], [-0.34705, 0.13697, -0.76099], [-3.35085, -0.03406, 2.33525], [-2.70805, 0.97435, 1.40140], [0.56968, -0.56467, 0.23389], [1.23634, -1.01428, 2.36272], [-3.31819, 2.19995, 1.63012], [-0.50067, 1.43431, 2.26771], [2.41245, 1.10633, -2.52957], [1.25694, -0.16549, -3.02150], [2.70649, -1.46318, -2.11313], [3.19880, -0.25979, -0.85414], [0.99116, 1.87164, -0.60932], [0.04644, 1.86771, -2.03678], [0.89837, -2.28929, -0.75049], [2.27120, -1.88861, 0.31540], [-1.15050, 0.57159, -0.16847], [-0.66287, -0.72338, -1.40412], [-2.60321, -0.71225, 2.44511], [-3.48605, 0.44151, 3.34228], [-4.29870, -0.31482, 1.85711]]}



(4)
{"formula": "C22H28BF3O3S2", "method": "ωB97M-V/def2-TZVPD", "de_lowest_kcal_mol": 61.30, "gap_ev": 2.9, "species": ["C", "C", "C", "C", "C", "B", "C", "C", "C", "C", "C", "F", "F", "F", "C", "C", "O", "C", "C", "C", "C", "C", "C", "O", "O", "H", "H", "H", "H", "H", "H", "H", "H", "H", "H", "H", "H", "H", "H", "H", "H", "H", "H", "H", "H", "H", "C", "C", "S", "C", "S", "C", "H", "H", "H", "H", "H", "H", "H"], "positions_angstrom": [[-2.12298, 5.36622, -0.54368], [-1.64003, 4.31429, 0.31475], [-1.59336, 4.22028, 1.68445], [-1.08742, 2.91418, 1.96354], [-0.87989, 2.28748, 0.75524], [-0.60829, 0.74204, 0.47353], [0.95980, 1.30969, 0.44802], [1.81311, 1.05036, 1.52344], [3.17298, 1.38260, 1.48254], [3.73166, 1.88929, 0.31715], [5.21835, 2.16723, 0.20708], [5.80809, 1.47688, -0.82182], [5.44548, 3.50233, -0.01864], [5.89042, 1.81841, 1.34303], [2.90669, 2.13709, -0.78014], [1.55228, 1.78368, -0.73672], [-1.12640, -0.01810, 1.58207], [-2.03766, -0.97939, 1.03173], [-1.30064, -2.28999, 0.96958], [-3.24173, -1.14933, 1.93475], [-2.34977, -0.38181, -0.47482], [-2.57078, -1.37020, -1.59895], [-3.53234, 0.57717, -0.46203], [-1.11844, 0.28693, -0.78358], [-1.27310, 3.12771, -0.25891], [-2.48158, 6.16728, 0.09556], [-1.32885, 5.75474, -1.18830], [-2.96219, 5.03300, -1.16299], [-1.88542, 4.97222, 2.42279], [-0.87737, 2.51462, 2.95678], [1.40846, 0.57679, 2.42118], [3.79058, 1.26684, 2.37032], [3.32158, 2.62222, -1.66001], [0.96397, 1.89384, -1.64716], [-1.97133, -3.15771, 0.90938], [-0.67141, -2.23039, 0.05200], [-0.60933, -2.38622, 1.81742], [-3.84188, -1.99703, 1.57858], [-2.88192, -1.37727, 2.94663], [-3.87977, -0.26274, 1.96776], [-3.40999, -2.05517, -1.43559], [-2.74733, -0.79276, -2.51235], [-1.67168, -1.97348, -1.77883], [-4.46882, 0.00113, -0.58721], [-3.59538, 1.16105, 0.46205], [-3.44541, 1.29127, -1.29011], [1.97233, -5.14479, -1.71149], [0.63124, -4.79034, -1.10664], [0.21236, -3.05698, -1.57754], [1.46762, -2.06683, -1.05293], [2.88320, -2.45157, -1.86464], [3.04366, -4.18706, -1.23047], [2.23829, -6.17458, -1.43678], [1.88107, -5.06454, -2.79873], [-0.17682, -5.35627, -1.58446], [0.59627, -4.91988, -0.02025], [1.45433, -1.41995, -0.19126], [2.99288, -4.05269, -0.15188], [4.03257, -4.50177, -1.56242]]}



(5)
{"formula": "C26H62IN3O8P", "method": "ωB97M-V/def2-TZVPD", "charge": -1, "gap_ev": 6.1, "species": ["C", "C", "C", "P", "C", "I", "C", "C", "O", "C", "C", "O", "H", "H", "H", "H", "H", "H", "H", "H", "H", "H", "H", "H", "H", "H", "H", "H", "H", "C", "O", "C", "C", "N", "C", "C", "O", "C", "H", "H", "H", "H", "H", "H", "H", "H", "H", "H", "H", "H", "H", "H", "H", "C", "O", "C", "C", "N", "C", "C", "O", "C", "H", "H", "H", "H", "H", "H", "H", "H", "H", "H", "H", "H", "H", "H", "H", "C", "O", "C", "C", "N", "C", "C", "O", "C", "H", "H", "H", "H", "H", "H", "H", "H", "H", "H", "H", "H", "H", "H", "H"], "positions_angstrom": [[3.10971, 1.24523, -8.29016], [3.80144, 0.13297, -7.80756], [3.08099, -1.18199, -7.35350], [3.68626, -1.90807, -5.69570], [3.40048, -0.38865, -4.56484], [1.55320, 0.72468, -4.95869], [4.66584, 0.56639, -4.43597], [4.35376, 1.56825, -3.23789], [4.49217, -2.58631, -4.26571], [5.60979, -3.29835, -4.77458], [4.99842, -4.20205, -5.93921], [3.96446, -3.42265, -6.56193], [3.39872, 1.65930, -9.28873], [2.32374, 1.79752, -7.74038], [4.91271, 0.20723, -7.79970], [1.96554, -1.09277, -7.44584], [3.36457, -1.92968, -8.14077], [2.39010, -2.47773, -5.35967], [5.00067, -1.37236, -6.03259], [3.26453, -0.79795, -3.52998], [4.88814, 1.10349, -5.38046], [5.51750, -0.08421, -4.11615], [3.68522, 1.08337, -2.48329], [3.76013, 2.43292, -3.63264], [5.28565, 1.95629, -2.75757], [6.46335, -2.66080, -5.13271], [6.09163, -4.01024, -4.05019], [4.41620, -5.04922, -5.48834], [5.79831, -4.53905, -6.65208], [-3.04125, -2.55903, 0.88506], [-3.14430, -1.61542, -0.16593], [-2.12364, -0.61575, -0.11236], [-1.16235, -0.76640, -1.28448], [-0.34153, -1.96635, -1.14142], [0.42604, -2.30161, -2.34474], [-0.36544, -2.67523, -3.60254], [-1.08607, -3.90032, -3.49004], [-2.36834, -3.78319, -2.90264], [-3.92786, -3.19450, 0.86068], [-2.15982, -3.19563, 0.75409], [-2.99702, -2.06004, 1.85297], [-1.58793, -0.62821, 0.84257], [-2.62297, 0.34777, -0.19665], [-0.51058, 0.11127, -1.32734], [-1.76133, -0.79751, -2.20154], [-0.94080, -2.75015, -0.91650], [1.05902, -3.15430, -2.08367], [1.09975, -1.47148, -2.57724], [0.36176, -2.83314, -4.40284], [-1.01911, -1.86684, -3.94778], [-2.83710, -2.81927, -3.11647], [-2.31304, -3.94648, -1.82320], [-3.00021, -4.57248, -3.31750], [-4.50592, 3.49921, 5.46956], [-4.62303, 4.45684, 4.43121], [-3.60319, 5.45226, 4.46139], [-2.67273, 5.30403, 3.26416], [-1.85303, 4.10276, 3.38682], [-1.11543, 3.76019, 2.17064], [-1.92847, 3.38571, 0.92595], [-2.65123, 2.16952, 1.05006], [-3.92799, 2.29347, 1.65451], [-5.40003, 2.87567, 5.45278], [-3.63477, 2.85478, 5.31430], [-4.43835, 3.98498, 6.44749], [-3.04292, 5.43539, 5.40131], [-4.10602, 6.42115, 4.39271], [-2.02086, 6.18083, 3.20627], [-3.29562, 5.27597, 2.36287], [-2.44940, 3.32134, 3.62698], [-0.48209, 2.90484, 2.42298], [-0.44215, 4.58636, 1.92067], [-1.21254, 3.22078, 0.11530], [-2.58348, 4.19607, 0.58784], [-4.39578, 3.25846, 1.44496], [-3.85900, 2.13077, 2.73304], [-4.56685, 1.50561, 1.24899], [-0.87253, 1.17951, 7.42776], [-0.35738, 1.42714, 6.13208], [0.98108, 0.96659, 5.95617], [1.02266, -0.20368, 4.98157], [0.42402, -1.39914, 5.57073], [0.20529, -2.48199, 4.61102], [-0.78779, -2.22276, 3.47454], [-2.13437, -2.07657, 3.90766], [-2.48428, -0.76342, 4.31340], [-1.83193, 1.69129, 7.51047], [-1.03928, 0.10967, 7.58748], [-0.20237, 1.56956, 8.19935], [1.45206, 0.70487, 6.90883], [1.54595, 1.79740, 5.52455], [2.06323, -0.41453, 4.71906], [0.49261, 0.10495, 4.07358], [-0.46784, -1.15268, 5.98009], [-0.16011, -3.33870, 5.18454], [1.16817, -2.77849, 4.18382], [-0.77914, -3.10718, 2.83180], [-0.48906, -1.38541, 2.83522], [-1.93295, 0.00328, 3.76207], [-2.33326, -0.64115, 5.38862], [-3.55094, -0.62680, 4.11911]]}